No. 1
{"formula": "CI3NO", "method": "ωB97M-V/def2-TZVPD", "symbols": ["C", "N", "O", "I", "I", "I"], "xyz": [[0.38853, -0.12415, 0.03756], [-0.89483, 0.40063, -0.78939], [-1.89234, -0.14602, -0.48575], [-0.15237, -1.52575, 1.56976], [0.47678, 2.01792, 0.84031], [2.07423, -0.62263, -1.17249]], "atomic_forces_ev_per_a": [[-0.805, 1.585, 0.426], [0.302, -1.551, -0.137], [0.330, 0.421, -0.146], [0.348, 0.329, -0.506], [0.516, -0.993, 0.022], [-0.690, 0.208, 0.341]], "nbo_charge": [-0.556, 0.111, -0.244, 0.235, 0.178, 0.277], "e_above_lowest_kcal_mol": 0.0, "fmax_ev_per_a": 1.8}

---

No. 2
{"formula": "CMnO3", "method": "ωB97M-V/def2-TZVPD", "symbols": ["O", "Mn", "C", "O", "O"], "xyz": [[-0.38893, -0.45681, 0.38620], [-2.20224, 0.07081, 1.03301], [0.59080, -0.23907, -0.47426], [0.98329, 0.19607, -1.50590], [1.01708, 0.42900, 0.56096]], "atomic_forces_ev_per_a": [[-1.392, -1.199, 0.788], [-0.201, -0.016, 0.087], [2.987, 5.130, -3.687], [-1.529, -3.427, -1.032], [0.134, -0.489, 3.844]], "mulliken_spin": [-0.075, 4.929, -0.007, 0.079, 0.075], "charge": 2, "e_above_lowest_kcal_mol": 13.0, "fmax_ev_per_a": 7.0, "s_squared": 8.84, "spin_multiplicity": 6}

---

No. 3
{"formula": "CN2O2S", "method": "ωB97M-V/def2-TZVPD", "symbols": ["C", "N", "N", "O", "O", "S"], "xyz": [[0.55237, -1.14647, 1.05189], [0.24526, 0.14386, -1.03858], [-0.45105, 1.04455, -1.08297], [0.90383, -0.30776, 1.76851], [0.12946, -1.94282, 0.33097], [-1.37987, 2.20864, -1.02983]], "atomic_forces_ev_per_a": [[-0.344, 0.497, -0.028], [3.954, -4.140, -0.022], [-0.791, 0.619, -0.956], [0.326, -0.091, 0.362], [0.003, -1.010, 0.228], [-3.149, 4.126, 0.416]], "mulliken_spin": [0.011, 0.784, 0.219, 0.009, 0.011, 0.965], "e_above_lowest_kcal_mol": 5.2, "fmax_ev_per_a": 5.7, "s_squared": 2.02, "spin_multiplicity": 3}

---

No. 4
{"formula": "CNO2S2", "method": "ωB97M-V/def2-TZVPD", "symbols": ["C", "N", "O", "O", "S", "S"], "xyz": [[-1.90040, -0.39395, 1.62425], [-1.46698, -0.56029, 2.68051], [-0.36010, -0.62282, -1.41651], [0.54093, 1.65299, -1.19829], [2.56678, -0.38102, -0.92881], [0.61977, 0.30510, -0.76114]], "atomic_forces_ev_per_a": [[-0.235, 0.464, -1.697], [0.659, -0.258, 1.563], [2.213, 1.965, 2.566], [-0.399, 1.479, 1.167], [-1.684, 0.427, 1.184], [-0.554, -4.077, -4.784]], "nbo_charge": [-0.180, -0.713, -0.763, -0.817, -0.349, 1.822], "charge": -1, "e_above_lowest_kcal_mol": 97.0, "fmax_ev_per_a": 6.3}

---

No. 5
{"formula": "CNO2S2", "method": "ωB97M-V/def2-TZVPD", "symbols": ["C", "N", "O", "O", "S", "S"], "xyz": [[-1.45355, -0.45993, 0.48549], [-2.41083, 0.03430, -0.00923], [1.82394, 0.57790, -2.83697], [1.38578, 2.29698, -1.26796], [-0.26513, -1.27917, 1.31761], [1.14473, 0.92987, -1.60309]], "atomic_forces_ev_per_a": [[-1.520, 0.373, -0.378], [1.880, -0.916, 0.966], [1.118, -1.302, -2.428], [0.365, 4.228, 1.576], [-0.426, 0.670, -0.738], [-1.417, -3.054, 1.002]], "mulliken_spin": [-0.132, 0.294, 0.170, 0.170, 0.791, 0.708], "charge": -1, "e_above_lowest_kcal_mol": 3.8, "fmax_ev_per_a": 4.5, "s_squared": 2.02, "spin_multiplicity": 3}

---

No. 6
{"formula": "CNO6S", "method": "ωB97M-V/def2-TZVPD", "symbols": ["C", "N", "O", "O", "O", "O", "O", "O", "S"], "xyz": [[2.06291, 0.07734, -0.56212], [-1.49917, 0.69795, -0.15769], [0.69341, -0.61559, 0.93053], [1.60987, -0.48089, -1.44157], [-1.67555, 0.77621, -1.39038], [-1.94179, 1.42096, 0.75575], [2.71491, 0.77533, 0.11381], [-1.40368, -1.57092, 1.36932], [-0.56090, -1.08040, 0.38236]], "atomic_forces_ev_per_a": [[1.961, 2.245, 1.698], [-0.305, -0.196, 0.479], [0.987, 0.696, 1.043], [-1.087, -1.700, -2.589], [-0.268, 0.937, 2.128], [0.357, -0.468, -2.428], [-0.111, -0.244, 0.108], [-3.356, -1.559, 3.405], [1.822, 0.290, -3.844]], "nbo_charge": [1.058, 0.298, -1.009, -0.546, -0.465, -0.448, -0.572, -0.969, 1.652], "charge": -1, "e_above_lowest_kcal_mol": 9.4, "fmax_ev_per_a": 5.0}

---

No. 7
{"formula": "CO2PS", "method": "ωB97M-V/def2-TZVPD", "symbols": ["C", "O", "O", "P", "S"], "xyz": [[1.46271, 0.05583, 0.07292], [1.87788, 0.78472, -0.71084], [1.48764, -0.89288, 0.78529], [-3.22660, -0.32114, 0.30829], [-1.60163, 0.37346, -0.45566]], "atomic_forces_ev_per_a": [[1.394, -3.850, 1.448], [-0.510, 2.067, -1.063], [-1.130, 1.713, -0.372], [-1.377, -0.646, 0.723], [1.622, 0.716, -0.736]], "nbo_charge": [1.033, -0.532, -0.554, -0.262, -0.685], "charge": -1, "e_above_lowest_kcal_mol": 11.1, "fmax_ev_per_a": 4.3}

---

No. 8
{"formula": "CO3S3", "method": "ωB97M-V/def2-TZVPD", "symbols": ["O", "S", "O", "S", "O", "C", "S"], "xyz": [[1.80243, -1.31557, 2.34889], [1.35442, -0.94311, 1.00790], [2.34213, -0.87364, -0.00236], [-0.42272, -0.49878, 0.38784], [-0.59548, 1.89560, -1.20583], [-1.57232, 1.25613, -1.24826], [-2.90846, 0.47937, -1.28819]], "atomic_forces_ev_per_a": [[-1.458, 0.660, -1.921], [-0.359, -0.178, 1.419], [0.817, -0.045, -0.586], [1.401, -1.255, 1.761], [-1.501, -0.815, -0.307], [1.718, 2.056, -0.279], [-0.618, -0.423, -0.087]], "nbo_charge": [-0.793, 1.879, -0.820, -0.286, -0.450, 0.403, 0.067], "smiles": "O=S(=O)=S.O=C=S", "e_above_lowest_kcal_mol": 10.9, "fmax_ev_per_a": 2.7}